{"formula": "C23H29N5O", "method": "wB97M-V/def2-TZVPD", "species": ["C", "C", "N", "N", "C", "N", "C", "C", "N", "C", "C", "O", "C", "C", "C", "C", "N", "C", "C", "C", "C", "C", "C", "C", "C", "C", "C", "C", "C", "H", "H", "H", "H", "H", "H", "H", "H", "H", "H", "H", "H", "H", "H", "H", "H", "H", "H", "H", "H", "H", "H", "H", "H", "H", "H", "H", "H", "H"], "coordinates": [[-1.09865, -3.45548, -0.42105], [-1.09736, -1.97052, -0.33365], [0.06333, -1.32553, -0.41894], [-0.21129, -0.02778, -0.27809], [0.66841, 1.01491, -0.28860], [2.00478, 0.80184, -0.52065], [2.99842, 1.23162, 0.44410], [3.48550, 0.02823, 1.27039], [4.04078, -1.03063, 0.45439], [5.36324, -0.76643, -0.09321], [6.14018, -2.08821, -0.15586], [6.16975, -2.71089, 1.10021], [3.05314, -1.45462, -0.52402], [2.48235, -0.29015, -1.34831], [0.13114, 2.28901, -0.12068], [-1.25860, 2.41725, 0.08863], [-2.07512, 1.38861, 0.12277], [-1.57350, 0.17766, -0.06900], [-2.17152, -1.08862, -0.11689], [-3.58874, -1.36917, 0.04815], [-4.19363, -2.47781, -0.54252], [-5.54110, -2.72582, -0.35727], [-6.31087, -1.87266, 0.41433], [-5.72337, -0.75788, 0.99061], [-4.37781, -0.50635, 0.81041], [-1.92905, 3.75512, 0.22257], [-0.95369, 4.91732, 0.35320], [0.18280, 4.73485, -0.64412], [0.99984, 3.51240, -0.23921], [-1.36239, -3.78106, -1.42732], [-1.81508, -3.87701, 0.28056], [-0.10178, -3.82748, -0.19647], [2.57194, 1.97422, 1.11421], [3.84397, 1.67762, -0.09340], [4.23245, 0.35561, 1.99690], [2.63284, -0.39242, 1.81421], [5.89010, -0.09380, 0.58742], [5.34499, -0.30607, -1.09067], [7.17711, -1.90593, -0.44668], [5.68315, -2.75679, -0.90104], [5.27095, -2.64798, 1.45376], [3.50027, -2.18831, -1.19504], [2.22546, -1.92764, 0.01110], [1.67172, -0.65474, -1.97519], [3.26556, 0.12683, -1.99488], [-3.61609, -3.13721, -1.17076], [-5.99442, -3.58960, -0.82328], [-7.36308, -2.07078, 0.55901], [-6.32033, -0.08156, 1.58600], [-3.92043, 0.36518, 1.25117], [-2.61246, 3.71453, 1.07269], [-2.54824, 3.89148, -0.66914], [-1.47802, 5.85747, 0.17462], [-0.54255, 4.95081, 1.36472], [0.82758, 5.61532, -0.65985], [-0.22745, 4.59512, -1.64612], [1.79051, 3.31765, -0.96760], [1.47894, 3.73299, 0.72065]], "homo_lumo_gap_ev": 7.99, "total_energy_ha": -1242.85408, "smiles": "Cc1nn2c(N3CCN(CCO)CC3)c3c(nc2c1-c1ccccc1)CCCC3", "homo_ev": -7.37, "e_lumo_ev": 0.61, "multiplicity": 1, "total_charge": 0, "relative_energy_kcal_mol": 31.1}

{"formula": "C23H29N5O2S", "method": "wB97M-V/def2-TZVPD", "species": ["C", "C", "C", "C", "C", "C", "C", "N", "N", "N", "N", "C", "S", "O", "O", "C", "C", "C", "C", "C", "C", "C", "N", "C", "C", "C", "C", "C", "C", "C", "C", "H", "H", "H", "H", "H", "H", "H", "H", "H", "H", "H", "H", "H", "H", "H", "H", "H", "H", "H", "H", "H", "H", "H", "H", "H", "H", "H", "H", "H"], "coordinates": [[0.70516, 5.36158, 1.22614], [0.53060, 4.19457, 0.30528], [-0.74561, 3.72828, 0.00627], [-0.92303, 2.62394, -0.80100], [0.17601, 1.94433, -1.31988], [-0.06967, 0.70174, -2.14749], [-0.93842, -0.28625, -1.43306], [-1.71948, -1.15278, -2.03791], [-2.20123, -1.95874, -1.10500], [-1.76243, -1.65199, 0.03968], [-0.94016, -0.59895, -0.10549], [-0.39992, 0.02800, 1.03730], [-1.80669, 0.84687, 1.95806], [-2.82124, 1.17454, 0.99915], [-1.21652, 1.90935, 2.72553], [-2.40212, -0.43177, 3.05287], [-3.42472, -1.26234, 2.63836], [-3.84920, -2.27108, 3.48304], [-3.25983, -2.45047, 4.73214], [-3.74352, -3.53639, 5.64116], [-2.23481, -1.59528, 5.12532], [-1.79999, -0.58490, 4.28602], [1.15724, 0.06686, -2.61442], [1.82647, -0.76853, -1.63236], [3.23406, -1.09986, -2.11948], [3.16839, -1.85597, -3.44510], [4.56273, -2.16445, -3.97978], [2.36759, -1.00920, -4.43254], [0.99626, -0.65922, -3.86219], [1.44803, 2.43695, -1.07158], [1.61920, 3.54823, -0.26209], [1.74910, 5.65817, 1.29247], [0.11865, 6.21187, 0.88210], [0.35189, 5.09399, 2.22144], [-1.60791, 4.22740, 0.42010], [-1.92118, 2.27225, -1.01424], [-0.63092, 0.99994, -3.04257], [0.31292, 0.80799, 0.78322], [0.02507, -0.70885, 1.71826], [-3.87068, -1.10897, 1.66986], [-4.64588, -2.92940, 3.17134], [-3.03346, -3.72303, 6.44229], [-3.90371, -4.45799, 5.08616], [-4.69497, -3.24810, 6.08778], [-1.77486, -1.72165, 6.09431], [-1.01559, 0.09708, 4.57486], [1.88272, -0.23015, -0.68327], [1.28261, -1.71644, -1.46103], [3.74751, -1.69679, -1.36326], [3.79029, -0.17154, -2.26122], [2.63637, -2.80064, -3.28169], [5.11526, -1.24364, -4.15389], [5.12000, -2.77022, -3.26868], [4.49854, -2.70868, -4.91905], [2.23861, -1.54414, -5.37469], [2.91076, -0.08397, -4.63373], [0.46347, -0.01818, -4.56790], [0.40191, -1.57772, -3.72031], [2.30185, 1.95241, -1.51806], [2.61845, 3.91190, -0.06754]], "homo_lumo_gap_ev": 9.42, "total_energy_ha": -1716.24551, "smiles": "Cc1ccc([C@H](c2nnnn2CS(=O)(=O)c2ccc(C)cc2)N2CCC(C)CC2)cc1", "homo_ev": -8.94, "e_lumo_ev": 0.48, "multiplicity": 1, "total_charge": 0, "relative_energy_kcal_mol": 39.3}